The following is a quantum chemistry calculation of a molecular structure, C2H4I2O in a non-equilibrium geometry, from the Open Molecules 2025 dataset.

## Properties
**HOMO-LUMO gap (alpha / beta)**: 7.301 / 8.164 eV
**Lowest unoccupied orbital energy (alpha / beta)**: -0.12 / -1.45 eV
**Highest occupied orbital energy (alpha / beta)**: -7.4 / -9.6 eV
**Calculated total energy**: -749.04850 a.u.
**M**: 297.9 Da
**Multiplicity**: 3
**Strongest force on any atom**: 4.16 eV Å⁻¹
**Energy relative to the best compared isomer or geometry (same formula, charge and spin)**: 48.34 kcal/mol

```
9
Properties=species:S:1:pos:R:3:forces:R:3
C -1.3154 -0.0158 -0.8592 0.2 1.5 -3.9
C 0.9971 -0.0681 0.3838 0.9 0.0 2.7
O 0.8503 -0.2132 1.7719 2.0 -1.6 -2.4
I 1.4452 1.9435 -0.1636 0.0 -0.4 -0.1
I 2.1461 -1.6916 -0.3040 -0.1 0.4 -0.1
H -1.9333 -0.2991 -0.0832 -1.2 0.1 1.7
H -1.3302 0.9801 -1.4442 -0.2 -1.8 1.5
H -0.9945 -0.8603 -1.4690 0.3 0.2 0.2
H 0.1348 0.2248 2.1676 -1.8 1.5 0.3
```
Forces are in eV/Å.